1.
A cluster of 2 separate species, C6H11FNO3S in total. Source: OMol25; level of theory: the ωB97M-V functional and the def2-TZVPD basis.

Last column: Mulliken charge in e.
Positions of all 23 atoms, in Å:
C (2.4758, -0.9560, -1.7336)  0.137
C (1.9882, 0.1273, -1.6290)  -0.409
C (1.1241, 1.2869, -1.6878)  -0.533
N (-0.0252, 1.0600, -2.6609)  -0.276
S (-1.2658, -0.0584, -2.1073)  1.152
O (-0.7022, -1.2976, -1.7435)  -0.460
O (-2.2801, -0.2129, -3.0749)  -0.498
F (-1.8665, 0.5329, -0.8367)  -0.078
H (2.8304, -1.9534, -1.8276)  0.405
H (0.7630, 1.5575, -0.6939)  0.346
H (1.7138, 2.1049, -2.0990)  0.340
H (0.2798, 0.7765, -3.6022)  0.420
H (-0.4941, 1.9698, -2.7880)  0.434
C (-1.6700, -0.5877, 2.2207)  -1.040
C (-0.2891, -0.0054, 2.3049)  0.889
O (0.0371, 0.9489, 1.6304)  -0.575
C (0.6745, -0.6584, 3.2583)  -1.163
H (-2.2570, -0.0232, 1.5026)  0.188
H (-1.6176, -1.6286, 1.8977)  0.321
H (-2.1583, -0.5318, 3.1940)  0.395
H (0.8229, -1.7029, 2.9806)  0.336
H (0.2855, -0.6063, 4.2757)  0.355
H (1.6308, -0.1422, 3.2195)  0.313

Atoms 1-6, force components in eV/Å:
C 0.0 -0.3 0.0
C -0.6 -0.2 -0.2
C 1.5 -0.1 0.3
N -0.7 1.5 0.8
S -2.5 -5.6 -0.4
O 1.8 1.0 0.7

The orbital gap is 0.306 hartree. The total energy comes out at -1013.34849 Eh. As for the energy above the lowest of the compared OMol25 structures with the same formula, charge and spin: 0.0 kcal/mol. The net charge is +1. The value obtained for the maximum force is 6.182 eV Å⁻¹. The value obtained for the LUMO energy is -4.4190 eV.

2.
An isolated molecule of C6H11FO. Source: OMol25; level of theory: the ωB97M-V functional and the def2-TZVPD basis.

Last column: Mulliken charge in e.
Positions of all 19 atoms, in Å:
C (1.4641, -0.6614, -0.8314)  -0.240
C (-1.4984, -0.2990, -0.6510)  -1.507
C (-0.4598, -1.2979, 1.4051)  -1.482
C (0.7373, 1.8528, -0.5639)  -1.584
C (-0.6032, -0.0318, 0.5604)  0.260
C (0.7850, 0.5085, 0.1458)  1.210
O (2.3410, -1.3838, -0.4827)  -0.438
F (1.5776, 0.6189, 1.2622)  -0.376
H (1.0197, -0.6610, -1.8382)  0.338
H (-1.1422, -1.1567, -1.2213)  0.341
H (-2.5058, -0.5311, -0.3134)  0.426
H (-1.5498, 0.5663, -1.3037)  0.372
H (0.0707, -2.0714, 0.8543)  0.340
H (-1.4423, -1.6780, 1.6746)  0.427
H (0.0941, -1.0876, 2.3159)  0.343
H (-0.0329, 2.4798, -0.1176)  0.336
H (1.6953, 2.3537, -0.4482)  0.434
H (0.5269, 1.7358, -1.6231)  0.391
H (-1.0774, 0.7439, 1.1761)  0.410

Atoms 1-6, force components in eV/Å:
C -0.7 2.2 1.4
C 0.1 0.1 0.2
C 0.0 0.3 0.0
C 0.1 -0.3 0.2
C 0.2 0.0 0.1
C 0.2 -1.8 -1.5

The orbital gap is 0.386 hartree. The total energy comes out at -410.30596 Eh. As for the energy above the lowest of the compared OMol25 structures with the same formula, charge and spin: 5.6 kcal/mol. The net charge is 0. The structure (SMILES) is CC(C)[C@@](C)(F)C=O. The value obtained for the maximum force is 2.754 eV Å⁻¹. The value obtained for the LUMO energy is 0.8913 eV.

3.
An isolated molecule of C6H11IN2O4. Source: OMol25; level of theory: the ωB97M-V functional and the def2-TZVPD basis.

Last column: Mulliken charge in e.
Positions of all 24 atoms, in Å:
C (-1.5469, 0.5046, 0.3745)  -1.450
C (-0.3969, 0.0150, -1.7782)  -1.929
C (1.2186, 0.0189, 1.8948)  -0.994
C (2.0662, -0.6486, -0.4802)  -1.654
C (-0.4681, -0.2003, -0.2817)  1.145
C (1.1090, 0.1930, 0.3746)  0.674
N (-0.6309, -1.6866, -0.0383)  1.027
N (1.0532, 1.6923, -0.0344)  1.108
O (-1.2008, -2.0544, 0.9734)  -0.616
O (-0.0900, -2.4446, -0.8113)  -0.614
O (0.7000, 2.4808, 0.7970)  -0.680
O (1.3078, 2.0438, -1.1511)  -0.623
I (4.1212, -0.2755, -0.0240)  0.106
H (-1.2774, 1.5106, 0.7111)  0.325
H (-2.1921, -0.0166, 1.1878)  0.326
H (-2.4507, 0.7445, -0.3470)  0.325
H (0.2958, -0.7412, -2.3473)  0.320
H (-0.1482, 0.8969, -2.1633)  0.557
H (-1.3339, -0.1915, -2.2450)  0.509
H (2.3743, -0.1334, 2.1229)  0.216
H (0.5590, -0.8634, 2.0143)  0.327
H (0.9322, 0.9889, 2.2794)  0.394
H (1.9321, -0.3622, -1.4883)  0.586
H (1.8660, -1.6744, -0.4354)  0.613

Atoms 1-6, force components in eV/Å:
C -5.3 1.8 0.8
C 0.2 -5.4 -1.1
C 1.9 -0.3 -1.8
C 0.4 2.4 0.7
C 2.6 -0.3 -0.3
C -1.7 -0.9 -1.2

The orbital gap is 0.344 hartree. The total energy comes out at -943.13608 Eh. As for the energy above the lowest of the compared OMol25 structures with the same formula, charge and spin: 22.2 kcal/mol. The net charge is 0. The structure (SMILES) is CC(C)([N+](=O)[O-])[C@@](C)(CI)[N+](=O)[O-]. The value obtained for the maximum force is 5.694 eV Å⁻¹. The value obtained for the LUMO energy is -0.5198 eV.

4.
A cluster of 2 separate species, C6H11IN4O2S in total. Source: OMol25; level of theory: the ωB97M-V functional and the def2-TZVPD basis.

Last column: Mulliken charge in e.
Positions of all 25 atoms, in Å:
C (-0.3332, -1.7939, -1.1138)  -1.044
C (0.9358, -0.9208, -0.8027)  -0.711
C (-0.3905, -0.4836, 1.2452)  -0.974
C (-1.5730, -1.0789, -0.7857)  -0.313
C (-2.7921, -0.1208, 0.9926)  -0.184
C (2.9757, 1.2601, 0.6874)  -1.148
N (-1.2799, 1.1925, -1.7294)  0.205
N (-1.7706, 1.9883, -1.1311)  -0.203
N (0.7177, -0.1353, 0.3828)  0.202
N (-1.6685, -0.5348, 0.4016)  0.242
O (0.6412, 2.1678, 1.2929)  -0.665
O (1.2476, 1.9411, -1.0936)  -0.597
S (1.2296, 1.4446, 0.2678)  1.115
I (-4.7184, -0.0783, 0.1690)  0.033
H (-0.1685, -2.2502, -2.1018)  0.370
H (-0.3062, -2.7384, -0.5077)  0.299
H (1.9677, -1.3535, -0.9613)  0.390
H (1.1005, -0.2766, -1.6664)  0.446
H (-0.3205, -1.5585, 1.7028)  0.272
H (-0.3792, 0.2202, 2.1075)  0.458
H (-2.4432, -1.0627, -1.4510)  0.365
H (-2.5897, 0.5712, 1.8907)  0.301
H (3.4186, 2.1862, 0.9570)  0.387
H (3.2802, 0.5509, 1.4623)  0.314
H (3.2188, 0.8633, -0.2151)  0.440

Atoms 1-6, force components in eV/Å:
C 2.2 -1.6 0.7
C 0.5 -0.7 -2.3
C 0.0 -1.5 0.3
C -0.2 -0.4 -1.1
C 0.3 2.2 2.5
C -1.4 -0.5 1.7

The orbital gap is 0.264 hartree. The total energy comes out at -1300.48938 Eh. As for the energy above the lowest of the compared OMol25 structures with the same formula, charge and spin: 0.0 kcal/mol. The net charge is 0. The value obtained for the maximum force is 3.956 eV Å⁻¹. The value obtained for the LUMO energy is 0.4376 eV.

5.
A structure of composition C6H11LuN5P. Source: OMol25; level of theory: the ωB97M-V functional and the def2-TZVPD basis.

Last column: Mulliken charge in e.
Positions of all 24 atoms, in Å:
C (-0.7011, 2.3983, -0.9078)  -0.242
C (-1.0157, 2.6936, -2.2508)  -0.840
C (-1.8034, 1.6459, -2.7802)  -0.280
C (-2.2491, 0.8811, -1.6616)  -1.090
C (-1.4537, 1.2362, -0.5399)  -0.050
Lu (0.9618, 0.5933, 1.2506)  0.487
P (1.0903, 2.1492, 3.4563)  -0.296
H (-0.3985, 3.0745, -0.0893)  0.222
H (-0.6726, 3.5053, -2.8776)  0.377
H (-1.9793, 1.4686, -3.8428)  0.403
H (-1.6751, 1.0473, 0.5538)  0.351
H (-2.9989, 0.0984, -1.6949)  0.371
H (0.1399, 2.2586, 4.5662)  0.150
H (1.7034, 3.4770, 3.4948)  0.119
H (2.1733, 1.4341, 4.1764)  0.148
N (0.6229, -4.0543, -1.4681)  -0.593
N (0.5837, -3.2686, -0.3311)  0.834
N (1.5252, -3.5543, 0.6294)  -0.616
C (1.6792, -2.4175, 1.2543)  -0.138
N (0.9595, -1.4074, 0.6640)  0.093
N (0.2975, -1.9428, -0.4097)  -0.254
H (-0.2474, -4.1835, -1.9565)  0.270
H (1.0742, -4.9262, -1.2751)  0.290
H (2.3836, -2.2067, 2.0395)  0.284

Atoms 1-6, force components in eV/Å:
C -0.6 0.3 0.7
C 1.0 -0.6 -0.5
C -0.5 0.3 1.5
C 1.0 -0.9 -0.6
C -0.7 0.4 0.9
Lu -0.7 2.5 -0.9

The orbital gap (alpha / beta) is 0.156 / 0.157 hartree. The total energy comes out at -2085.54560 Eh. As for the energy above the lowest of the compared OMol25 structures with the same formula, charge and spin: 17.4 kcal/mol. The net charge is 0. The value obtained for the maximum force is 4.979 eV Å⁻¹. The value obtained for the LUMO energy (alpha / beta) is -1.1416 / -1.1246 eV.

6.
The ion C6H11N with charge -1. Source: OMol25; level of theory: the ωB97M-V functional and the def2-TZVPD basis.

Last column: Mulliken charge in e.
Positions of all 18 atoms, in Å:
C (-1.0932, 1.5585, 0.3109)  -0.408
C (0.3937, 1.1270, 0.3571)  -0.790
C (0.6679, -0.3112, -0.0101)  0.268
C (1.4607, -0.6156, -1.0858)  -1.157
C (0.4437, -2.6446, 0.7686)  -0.833
C (0.0342, -1.2834, 0.8454)  -0.335
N (-1.6094, 1.3608, -1.0077)  -0.512
H (-1.0380, 2.6038, 0.6774)  0.335
H (-1.6474, 1.1429, 1.1697)  0.238
H (0.9519, 1.7578, -0.3402)  0.314
H (0.7357, 1.3395, 1.3817)  0.304
H (1.9067, 0.1987, -1.6602)  0.238
H (1.8563, -1.5945, -1.3186)  0.372
H (-0.0780, -3.3123, 0.0600)  0.152
H (1.5263, -2.8717, 0.7980)  0.271
H (-0.5557, -0.8212, 1.6277)  0.171
H (-1.5755, 0.4101, -1.3355)  0.208
H (-2.3798, 1.9554, -1.2385)  0.163

Atoms 1-6, force components in eV/Å:
C 1.4 0.3 1.3
C -0.4 0.2 -0.1
C -0.3 -1.2 1.4
C 0.6 0.9 -0.3
C 0.1 -0.8 -0.4
C 1.1 1.5 -0.8

The orbital gap (alpha / beta) is 0.192 / 0.194 hartree. The total energy comes out at -289.84406 Eh. As for the energy above the lowest of the compared OMol25 structures with the same formula, charge and spin: 32.4 kcal/mol. Its expectation value of S² is 0.761. The spin multiplicity is 2. The net charge is -1. The value obtained for the maximum force is 2.033 eV Å⁻¹. The value obtained for the LUMO energy (alpha / beta) is 4.0995 / 4.0949 eV.